{
  "formula": "C2H5N3O",
  "method": "ωB97M-V/def2-TZVPD",
  "lumo_energy_ev": 1.001,
  "orbital_gap_ha": 0.345,
  "relative_energy_kj_mol": 257.13,
  "homo_ha": -0.308,
  "charge": 0,
  "species": ["N", "C", "N", "H", "H", "H", "H", "N", "C", "O", "H"],
  "xyz": [[2.158, 0.155, -0.931], [0.944, -0.017, -0.414], [0.641, 0.800, 0.597], [2.520, -0.437, -1.657], [2.794, 0.901, -0.647], [1.214, 1.622, 0.833], [-0.407, 0.659, 0.376], [-2.529, -0.549, 1.105], [-2.672, -1.001, 0.005], [-2.765, -1.314, -1.107], [-1.899, -0.821, 1.842]],
  "lowdin_charge": [0.02, -0.33, 0.00, 0.07, 0.09, 0.09, 0.08, 0.17, -0.43, 0.16, 0.09]
}